1.
{"formula": "C32H30F5N10O4PbSeTe", "method": "ωB97M-V/def2-TZVPD", "e_tot_ha": -5447.42159, "homo_ev": -10.935, "total_charge": 1, "de_lowest_kcal_mol": 121.3, "species": ["Pb", "N", "C", "N", "C", "N", "N", "C", "N", "C", "C", "C", "C", "C", "N", "H", "H", "H", "H", "H", "H", "H", "H", "O", "C", "N", "C", "C", "O", "N", "C", "C", "C", "C", "C", "C", "C", "C", "C", "C", "C", "C", "H", "H", "H", "H", "H", "H", "H", "H", "H", "H", "H", "C", "O", "H", "H", "H", "C", "N", "C", "Se", "N", "C", "C", "C", "C", "C", "C", "H", "H", "H", "H", "H", "H", "H", "H", "F", "Te", "F", "F", "F", "F", "O"], "positions_angstrom": [[-0.90, -0.40, -1.09], [2.57, 0.81, 0.60], [0.54, 2.06, 0.45], [0.42, 3.25, 1.28], [-0.66, 4.07, 0.91], [-1.02, 4.96, 1.81], [-1.27, 3.98, -0.25], [-1.12, 2.85, -0.94], [-0.45, 1.80, -0.51], [-1.79, 2.76, -2.24], [-2.10, 3.89, -2.98], [-2.55, 3.72, -4.28], [-2.68, 2.44, -4.79], [-2.36, 1.36, -3.97], [-1.94, 1.53, -2.73], [3.03, -0.06, 0.82], [2.62, 0.96, -0.41], [-0.52, 5.02, 2.68], [-1.79, 5.58, 1.60], [-1.94, 4.87, -2.54], [-2.75, 4.58, -4.90], [-2.99, 2.28, -5.81], [-2.44, 0.01, -5.32], [0.45, -2.54, 1.47], [0.69, -1.33, 1.58], [1.16, -0.75, 2.71], [1.15, 0.71, 2.62], [1.21, 0.82, 1.05], [1.35, 3.13, 0.20], [0.49, -0.39, 0.62], [2.32, 1.31, 3.37], [2.59, 0.84, 4.66], [3.63, 1.37, 5.40], [4.42, 2.39, 4.87], [4.14, 2.86, 3.60], [3.10, 2.34, 2.86], [-0.17, 1.27, 3.16], [-0.20, 2.46, 3.88], [-1.40, 2.97, 4.34], [-2.59, 2.29, 4.11], [-2.56, 1.11, 3.40], [-1.36, 0.59, 2.93], [1.23, -1.25, 3.58], [1.98, 0.07, 5.10], [3.83, 0.99, 6.39], [5.23, 2.79, 5.45], [4.75, 3.65, 3.17], [2.91, 2.73, 1.88], [0.72, 2.98, 4.09], [-1.42, 3.88, 4.92], [-3.52, 2.68, 4.48], [-3.48, 0.57, 3.22], [-1.37, -0.35, 2.41], [3.43, -3.14, -0.80], [2.35, -2.23, -0.94], [3.74, -3.04, 0.24], [4.25, -2.88, -1.46], [3.10, -4.17, -0.98], [-0.54, -4.24, -4.31], [-0.57, -4.20, -2.88], [0.22, -3.49, -2.06], [1.49, -2.12, -2.52], [-0.09, -3.74, -0.78], [-1.15, -4.61, -0.76], [-1.88, -5.14, 0.30], [-2.95, -5.95, -0.02], [-3.27, -6.24, -1.35], [-2.54, -5.74, -2.41], [-1.47, -4.91, -2.10], [0.48, -4.08, -4.66], [-1.16, -3.46, -4.74], [-0.89, -5.21, -4.65], [0.28, -3.25, 0.10], [-1.62, -4.90, 1.32], [-3.56, -6.37, 0.76], [-4.11, -6.88, -1.56], [-2.79, -5.96, -3.43], [1.78, 0.74, -2.33], [0.29, 0.52, -3.76], [0.08, -1.50, -4.56], [0.62, 2.44, -3.90], [1.91, 0.23, -4.69], [-0.28, 0.92, -5.63], [-2.39, 0.08, -4.35]]}

2.
{"formula": "C4H11NOS", "method": "ωB97M-V/def2-TZVPD", "e_tot_ha": -687.14305, "smiles": "C/C=C/C.NSO", "homo_ev": -8.785, "total_charge": 0, "de_lowest_kcal_mol": 41.6, "species": ["C", "C", "C", "C", "H", "H", "H", "H", "H", "H", "H", "H", "N", "S", "O", "H", "H", "H"], "positions_angstrom": [[1.55, 1.57, 0.44], [1.40, 0.26, -0.26], [1.29, -0.91, 0.36], [1.10, -2.23, -0.32], [0.84, 2.29, 0.04], [1.38, 1.46, 1.51], [2.56, 1.97, 0.28], [1.37, 0.30, -1.34], [1.32, -0.95, 1.44], [1.13, -2.12, -1.40], [1.88, -2.93, -0.01], [0.14, -2.65, -0.03], [-2.04, 1.47, -0.58], [-1.93, -0.09, -0.03], [-3.51, -0.64, 0.19], [-2.41, 1.62, -1.51], [-2.32, 2.17, 0.09], [-3.75, -0.59, 1.13]]}

3.
{"formula": "C23H36N3O6", "method": "ωB97M-V/def2-TZVPD", "e_tot_ha": -1513.31704, "homo_ev": -11.630, "total_charge": 1, "species": ["C", "C", "O", "C", "C", "O", "C", "C", "O", "C", "C", "N", "C", "C", "C", "C", "N", "C", "C", "C", "O", "O", "C", "C", "O", "C", "H", "H", "H", "H", "H", "H", "H", "H", "H", "H", "H", "H", "H", "H", "H", "H", "H", "H", "H", "H", "H", "H", "H", "H", "H", "H", "H", "H", "H", "H", "H", "N", "C", "C", "C", "C", "C", "H", "H", "H", "H", "H"], "positions_angstrom": [[-0.33, -6.81, 3.25], [-1.26, -6.13, 4.31], [-2.20, -5.18, 3.77], [-1.57, -4.01, 3.27], [-1.25, -2.91, 4.37], [-1.69, -1.58, 4.02], [-0.67, -0.88, 3.27], [-0.98, -1.13, 1.75], [-0.44, -0.10, 0.87], [-1.27, -0.16, -0.30], [-0.56, 0.37, -1.57], [0.57, 1.16, -1.56], [1.17, 1.67, -2.70], [2.43, 2.60, -2.66], [2.08, 4.15, -2.63], [2.74, 4.82, -3.92], [4.21, 4.63, -3.96], [0.62, 1.38, -4.04], [-0.57, 0.51, -4.15], [-1.20, 0.12, -5.55], [-0.69, -0.83, -6.07], [-2.22, 0.81, -6.13], [-1.15, 0.01, -2.88], [-2.42, -0.92, -3.02], [-2.15, -2.16, -3.66], [-0.90, -2.74, -3.24], [0.13, -7.77, 3.61], [-0.79, -6.91, 2.23], [0.56, -6.11, 3.10], [-0.72, -5.64, 5.17], [-1.89, -6.96, 4.76], [-0.63, -4.19, 2.68], [-2.31, -3.54, 2.55], [-1.85, -3.20, 5.29], [-0.17, -2.96, 4.68], [0.36, -1.19, 3.60], [-0.79, 0.20, 3.56], [-0.65, -2.15, 1.39], [-2.10, -1.08, 1.65], [-1.49, -1.26, -0.48], [-2.24, 0.37, -0.09], [1.01, 1.41, -0.66], [3.05, 2.31, -3.56], [3.02, 2.30, -1.75], [2.61, 4.58, -1.73], [0.97, 4.34, -2.58], [2.56, 5.93, -3.96], [2.32, 4.28, -4.81], [4.64, 4.73, -3.04], [4.48, 3.73, -4.36], [1.06, 1.79, -4.98], [-2.73, 1.31, -5.46], [-3.14, -0.34, -3.66], [-2.95, -1.09, -2.04], [-0.97, -3.85, -3.40], [-0.72, -2.61, -2.13], [-0.03, -2.37, -3.85], [1.18, 3.49, 1.84], [1.86, 4.29, 2.67], [1.59, 4.40, 4.03], [0.57, 3.63, 4.56], [-0.14, 2.78, 3.72], [0.20, 2.75, 2.38], [2.64, 4.88, 2.21], [2.17, 5.07, 4.65], [0.34, 3.68, 5.62], [-0.94, 2.17, 4.10], [-0.32, 2.10, 1.68]]}

4.
{"formula": "C4H12NO", "method": "ωB97M-V/def2-TZVPD", "e_tot_ha": -289.51243, "homo_ev": [-5.593, -9.602], "total_charge": 0, "de_lowest_kcal_mol": 11.1, "spin_multiplicity": 2, "species": ["C", "C", "C", "C", "N", "H", "H", "H", "H", "H", "H", "H", "H", "H", "H", "H", "H", "O"], "positions_angstrom": [[1.39, -1.57, 1.71], [1.01, -1.31, 0.22], [0.14, -0.07, 0.12], [-0.10, 1.04, -2.12], [-0.47, 0.09, -1.20], [1.17, -2.60, 1.97], [0.95, -0.83, 2.38], [2.47, -1.52, 1.86], [0.38, -2.13, -0.09], [1.91, -1.16, -0.36], [0.74, 0.81, 0.33], [-0.70, -0.12, 0.80], [0.71, 1.69, -1.84], [-0.56, 0.96, -3.09], [-0.91, -0.77, -1.51], [-2.72, 3.12, -0.21], [-3.08, 1.99, 0.74], [-2.33, 2.39, 0.29]]}

5.
{"formula": "C5H13NO", "method": "ωB97M-V/def2-TZVPD", "e_tot_ha": -328.20275, "homo_ev": [1.079, -3.892], "total_charge": -1, "de_lowest_kcal_mol": 44.0, "spin_multiplicity": 2, "species": ["C", "C", "C", "C", "N", "C", "H", "H", "H", "H", "H", "H", "H", "H", "H", "H", "H", "H", "H", "O"], "positions_angstrom": [[1.22, -1.25, 1.78], [1.60, -1.29, 0.28], [0.75, -0.40, -0.56], [-0.63, -0.54, -0.68], [-1.52, 0.48, -1.06], [-0.91, 1.54, -1.84], [0.44, -1.98, 2.02], [2.08, -1.56, 2.39], [0.86, -0.26, 2.05], [1.61, -2.36, -0.03], [2.64, -0.98, 0.22], [1.24, 0.15, -1.35], [-0.93, -1.46, -0.18], [-2.34, 0.24, -1.59], [-1.56, 2.39, -2.05], [-0.59, 1.18, -2.85], [0.03, 1.95, -1.49], [-1.16, 1.12, 2.37], [-1.36, 1.28, 0.88], [-1.47, 1.76, 1.70]]}

6.
{"formula": "C2H4O3Tm", "method": "ωB97M-V/def2-TZVPD", "e_tot_ha": -1388.74840, "homo_ev": [-17.524, -20.175], "total_charge": 2, "spin_multiplicity": 4, "species": ["O", "C", "Tm", "O", "O", "H", "C", "H", "H", "H"], "positions_angstrom": [[0.41, -0.79, -1.64], [-0.33, -0.17, -0.93], [-2.52, 0.28, 1.27], [-0.08, 0.36, 0.27], [-1.64, -0.41, -0.92], [-1.80, -1.15, -1.58], [1.26, 0.46, 0.78], [1.44, -0.38, 1.46], [1.96, 0.41, -0.06], [1.30, 1.40, 1.34]]}

7.
{"formula": "C3H11NO4", "method": "ωB97M-V/def2-TZVPD", "e_tot_ha": -476.60033, "smiles": "CC(=O)NCO.O.O", "homo_ev": -9.780, "total_charge": 0, "de_lowest_kcal_mol": 48.5, "species": ["C", "C", "O", "N", "C", "O", "H", "H", "H", "H", "H", "H", "H", "O", "H", "H", "O", "H", "H"], "positions_angstrom": [[-0.81, -0.17, 1.49], [-0.48, 0.09, 0.04], [-0.98, -0.61, -0.82], [0.28, 1.16, -0.33], [0.98, 2.21, 0.38], [2.24, 1.72, 1.04], [0.04, -0.02, 2.28], [-1.29, -1.17, 1.61], [-1.64, 0.53, 1.63], [0.62, 1.15, -1.39], [0.36, 2.64, 1.13], [1.49, 2.86, -0.43], [2.12, 0.83, 1.36], [0.75, -0.11, -3.07], [0.03, -0.78, -2.93], [1.48, -0.75, -3.29], [-1.45, -3.03, 0.64], [-1.70, -3.94, 0.62], [-2.05, -2.64, 0.02]]}

8.
{"formula": "C5H9NSi", "method": "ωB97M-V/def2-TZVPD", "e_tot_ha": -540.10159, "smiles": "Cn1cccc1[SiH3]", "homo_ev": -8.392, "total_charge": 0, "de_lowest_kcal_mol": 23.0, "species": ["C", "N", "C", "C", "C", "C", "Si", "H", "H", "H", "H", "H", "H", "H", "H", "H"], "positions_angstrom": [[-0.07, -1.89, 0.08], [-0.56, -0.53, 0.10], [-1.88, -0.15, 0.00], [-1.85, 1.24, -0.15], [-0.49, 1.69, -0.11], [0.25, 0.58, 0.11], [2.15, 0.58, 0.02], [-0.19, -2.25, 1.03], [-0.74, -2.49, -0.45], [0.91, -1.86, -0.32], [-2.74, -0.83, -0.10], [-2.76, 1.86, -0.10], [0.02, 2.64, -0.14], [2.20, -0.88, 0.14], [2.93, 1.26, 1.12], [2.82, 1.02, -1.22]]}